[1]
Molecular formula: C21H23N3O3
Method: DFT, wB97M-V/def2-TZVPD

As for the SMILES: Cn1c2c(c3ccccc31)CN(CCCOc1ccc([N+](=O)[O-])cc1)CC2. For the LUMO energy, the calculation gives -0.67 eV. Its maximum force is 6.649 eV Å⁻¹. The calculation puts the relative energy (zero: lowest compared OMol25 entry of this formula, charge and spin) at 9.4750 eV. Its HOMO-LUMO gap is 0.251 Eh. The multiplicity is 1. The total energy comes out at -1203.774630 Ha.

Structure (XYZ):
```
50
Properties=species:S:1:pos:R:3:forces:R:3
C 0.58010 -3.89999 4.22340 -0.4 1.7 -0.9
N -0.22786 -2.89994 3.47080 1.7 -1.5 0.7
C 0.31795 -1.65097 3.15930 -2.3 0.5 -1.2
C -0.77344 -1.00825 2.59767 2.4 0.5 -1.3
C -1.94636 -1.84789 2.52435 2.4 4.2 -0.5
C -3.13363 -1.53881 1.95842 -1.2 -4.6 1.1
C -4.04366 -2.60665 1.96322 -0.7 1.7 -0.6
C -3.79072 -3.84002 2.54937 1.0 -0.8 -0.2
C -2.48360 -4.07194 3.05619 -0.9 -2.5 0.5
C -1.59451 -3.02649 3.03770 2.8 -1.9 2.0
C -0.57785 0.27052 1.85273 0.5 1.5 0.9
N 0.86762 0.64016 1.50074 0.6 0.9 0.4
C 1.22932 2.09705 1.49879 0.0 -0.3 0.3
C 0.87362 2.87847 0.15576 0.4 0.3 1.3
C 0.95133 2.00224 -1.07176 0.8 -0.8 -0.2
O 0.25456 2.74986 -2.07867 0.5 -0.8 -2.7
C 0.40432 2.45692 -3.45143 0.3 -0.8 -0.9
C -0.04238 3.47684 -4.32980 0.5 -0.2 0.0
C 0.18265 3.43004 -5.73867 0.4 -1.3 1.2
C 0.77955 2.24968 -6.32326 -1.1 1.0 6.5
N 0.92710 2.14981 -7.64242 0.4 1.5 -5.4
O 0.79022 3.14333 -8.39974 0.0 -0.9 1.5
O 1.20891 1.06492 -8.08013 0.4 -1.4 -0.7
C 1.14088 1.13580 -5.47886 -1.4 2.1 1.9
C 0.93084 1.22630 -4.08548 -0.7 1.7 1.4
C 1.96510 -0.31358 1.79362 -0.5 0.1 0.1
C 1.78968 -1.05803 3.11081 -2.1 -3.5 -2.5
H 0.26630 -4.83206 3.79713 0.5 -0.9 0.3
H 1.67378 -3.65400 4.16599 -1.1 -0.5 -0.6
H 0.35821 -3.79364 5.26464 -0.4 -0.4 0.8
H -3.28838 -0.67513 1.47177 -0.8 3.0 -1.5
H -4.96665 -2.39470 1.43159 -0.2 -0.4 0.3
H -4.56111 -4.64066 2.44103 1.0 0.7 0.4
H -2.14918 -5.10588 3.39906 -0.7 1.5 -0.3
H -1.07529 0.93786 2.61582 0.9 0.7 -1.0
H -1.17407 0.37365 0.93670 0.0 -0.3 0.1
H 2.31108 2.31805 1.75534 -1.0 -1.0 -0.5
H 0.70037 2.48484 2.37929 -0.2 0.7 -0.5
H -0.14801 3.30712 0.25733 0.6 -0.4 -0.3
H 1.57317 3.73684 0.00383 -0.6 -0.5 0.4
H 0.42462 1.07411 -0.83862 0.0 -0.1 -0.3
H 2.03156 1.70579 -1.37617 -1.7 0.7 0.3
H -0.53222 4.31345 -3.79652 0.4 -0.3 -0.8
H -0.08463 4.30471 -6.34440 0.1 -0.7 0.1
H 1.53094 0.19503 -5.75870 0.3 -0.5 -1.1
H 1.09187 0.37312 -3.39328 0.2 0.6 -0.8
H 1.89235 -1.04952 1.03979 0.2 -1.1 -1.0
H 3.03868 0.05106 1.72316 -1.6 0.4 0.1
H 2.57182 -1.81890 3.19782 -0.3 -0.2 -0.1
H 1.93503 -0.42056 3.85475 0.4 2.8 3.6
```
Forces are in eV/Å.

How is the electron density shared among the atoms? According to natural (NBO), the charges in e are:
1. C -0.398
2. N -0.378
3. C 0.192
4. C -0.116
5. C -0.106
6. C -0.185
7. C -0.219
8. C -0.233
9. C -0.242
10. C 0.194
11. C -0.232
12. N -0.488
13. C -0.208
14. C -0.433
15. C -0.071
16. O -0.505
17. C 0.365
18. C -0.279
19. C -0.118
20. C -0.020
21. N 0.490
22. O -0.420
23. O -0.375
24. C -0.132
25. C -0.297
26. C -0.193
27. C -0.422
28. H 0.208
29. H 0.208
30. H 0.195
31. H 0.206
32. H 0.207
33. H 0.224
34. H 0.216
35. H 0.198
36. H 0.192
37. H 0.199
38. H 0.192
39. H 0.218
40. H 0.212
41. H 0.195
42. H 0.182
43. H 0.236
44. H 0.254
45. H 0.245
46. H 0.229
47. H 0.183
48. H 0.210
49. H 0.213
50. H 0.208

---

[2]
Molecular formula: C4H8N2
Method: DFT, wB97M-V/def2-TZVPD

For the LUMO energy, the calculation gives -12.38 eV. Its maximum force is 3.011 eV Å⁻¹. The net charge is +2. The calculation puts the relative energy (zero: lowest compared OMol25 entry of this formula, charge and spin) at 2.4207 eV. Its HOMO-LUMO gap is 0.350 Eh. The multiplicity is 1. The total energy comes out at -265.885508 Ha.

Structure (XYZ):
```
14
Properties=species:S:1:pos:R:3:forces:R:3
C 0.98322 0.66543 -1.17356 -3.0 0.2 0.5
C -0.76915 0.17600 -0.29349 0.3 0.4 1.2
C -1.90718 -0.20892 0.60270 -0.3 -1.3 -2.0
C 1.69016 -0.67362 0.74283 -0.6 -0.3 -0.2
N -0.46277 0.98229 -1.26211 -2.0 0.2 -1.3
N 0.76464 -0.01484 -0.11592 -0.5 -0.5 -0.7
H 1.76961 0.92080 -1.85263 0.8 0.2 -0.1
H -1.95077 -1.29994 0.85526 0.8 0.6 -0.2
H -2.97082 -0.04583 0.25999 1.3 0.6 -0.1
H -1.64302 0.31171 1.49829 0.0 0.6 1.1
H 1.66472 -1.73943 0.53809 0.1 -0.2 0.4
H 1.40819 -0.34384 1.72687 0.5 -0.3 0.7
H 2.55637 -0.21479 0.34497 1.8 0.0 0.6
H -1.13320 1.48497 -1.87129 0.8 -0.1 0.0
```
Forces are in eV/Å.

How is the electron density shared among the atoms? According to natural (NBO), the charges in e are:
1. C 0.495
2. C 0.747
3. C -0.754
4. C -0.406
5. N -0.503
6. N -0.241
7. H 0.319
8. H 0.349
9. H 0.350
10. H 0.327
11. H 0.282
12. H 0.271
13. H 0.254
14. H 0.508

---

[3]
Molecular formula: CH3NO2
Method: DFT, wB97M-V/def2-TZVPD

For the LUMO energy (spin up / spin down), the calculation gives -7.71 / -11.08 eV. Its maximum force is 2.917 eV Å⁻¹. The net charge is +1. The calculation puts the relative energy (zero: lowest compared OMol25 entry of this formula, charge and spin) at 4.3793 eV. Its HOMO-LUMO gap (spin up / spin down) is 0.435 / 0.309 Eh. The multiplicity is 2. The total energy comes out at -244.618099 Ha.

Structure (XYZ):
```
7
Properties=species:S:1:pos:R:3:forces:R:3
C -0.16260 -0.22669 -0.57124 -0.2 -0.8 -1.0
N 0.20150 0.31254 0.78784 -2.9 -0.2 0.2
O 1.40629 0.61671 0.78293 0.9 0.4 0.7
O -0.65651 0.43283 1.60697 2.2 0.1 -0.6
H -0.39492 -1.27859 -0.40500 -0.4 0.0 0.4
H 0.60897 -0.26123 -1.34038 0.5 0.7 0.4
H -1.00270 0.40444 -0.86109 0.0 -0.1 0.0
```
Forces are in eV/Å.

How is the electron density shared among the atoms? According to natural (NBO), the charges in e are:
1. C -0.479
2. N 0.505
3. O 0.167
4. O -0.086
5. H 0.299
6. H 0.293
7. H 0.299

---

[4]
Molecular formula: C6H18N3P3
Method: DFT, wB97M-V/def2-TZVPD

For the LUMO energy, the calculation gives 0.85 eV. Its maximum force is 4.139 eV Å⁻¹. The calculation puts the relative energy (zero: lowest compared OMol25 entry of this formula, charge and spin) at 0.0000 eV. Its HOMO-LUMO gap is 0.346 Eh. The multiplicity is 1. The total energy comes out at -1427.697188 Ha.

Structure (XYZ):
```
30
Properties=species:S:1:pos:R:3:forces:R:3
C 1.38836 -0.48632 -0.25794 -3.0 0.1 2.8
C -0.01833 2.60179 0.72382 -2.6 -0.1 0.5
C -1.06315 -0.03795 -2.59347 0.5 0.4 -1.3
C 2.22928 1.13769 1.94434 -0.3 1.6 3.0
C -2.71683 -0.43756 1.06770 -0.3 0.9 -1.4
C 0.54513 -2.46247 -1.99230 -0.3 -1.9 0.5
N 0.63421 -0.92869 2.56622 -0.9 -1.4 0.4
N -0.42809 1.17289 0.89877 0.2 0.1 -0.2
N -1.21313 -0.50675 -1.20277 -0.2 -0.1 -0.1
P 0.82099 0.11207 1.45903 0.6 1.8 -1.7
P -1.82612 0.69823 -0.09954 0.8 -0.4 0.2
P -0.07964 -1.60667 -0.46669 0.4 -0.3 -2.3
H 1.34265 0.32663 -0.92106 0.3 1.0 -1.0
H 2.29648 -0.96378 -0.13157 1.9 -1.1 -0.1
H 0.93417 2.80828 0.29453 0.7 -0.2 -0.6
H -0.82961 3.00225 0.07082 0.8 0.2 0.4
H -0.08912 3.12267 1.69282 0.2 -0.1 -0.3
H -1.98488 0.44524 -2.96768 0.0 -0.7 0.4
H -0.38936 0.85818 -2.59294 0.2 -1.0 -0.5
H -0.77241 -0.85768 -3.40854 -0.5 1.8 2.1
H 2.89640 0.31222 1.97287 1.5 -0.3 -0.6
H 2.33983 1.46582 3.08799 -1.1 -0.6 -2.3
H 2.47796 2.04056 1.35170 0.1 -1.1 0.0
H -2.89189 -1.37852 0.49823 -0.3 0.7 0.9
H -3.59245 0.16076 1.38804 0.1 -0.9 -0.2
H -2.06903 -0.52021 1.89451 0.6 -0.7 1.2
H 0.93810 -1.79081 -2.82710 -0.5 -1.4 1.2
H 1.25019 -3.24161 -1.59039 0.4 1.3 -0.4
H -0.21827 -3.25979 -2.23332 0.2 1.4 -0.7
H 0.08854 -1.78645 2.37390 0.5 0.9 0.2
```
Forces are in eV/Å.

How is the electron density shared among the atoms? According to natural (NBO), the charges in e are:
1. C -1.078
2. C -0.409
3. C -0.435
4. C -1.014
5. C -0.964
6. C -0.986
7. N -1.329
8. N -1.120
9. N -1.074
10. P 1.932
11. P 1.171
12. P 1.013
13. H 0.232
14. H 0.242
15. H 0.183
16. H 0.214
17. H 0.199
18. H 0.213
19. H 0.178
20. H 0.218
21. H 0.253
22. H 0.262
23. H 0.243
24. H 0.250
25. H 0.237
26. H 0.247
27. H 0.239
28. H 0.245
29. H 0.241
30. H 0.397

---

[5]
Molecular formula: C2H4N2O
Method: DFT, wB97M-V/def2-TZVPD

For the LUMO energy (spin up / spin down), the calculation gives -0.21 / 0.03 eV. Its maximum force is 3.990 eV Å⁻¹. The calculation puts the relative energy (zero: lowest compared OMol25 entry of this formula, charge and spin) at 5.6099 eV. Its HOMO-LUMO gap (spin up / spin down) is 0.324 / 0.348 Eh. The multiplicity is 1. The total energy comes out at -263.157112 Ha.

Structure (XYZ):
```
9
Properties=species:S:1:pos:R:3:forces:R:3
C 0.42072 0.12536 2.03887 2.4 0.8 -1.8
C -0.19836 -0.63728 -1.85713 -0.5 -3.0 -2.6
N -0.74473 0.31367 1.63462 -0.8 -0.4 1.7
N 0.20102 0.25089 -1.15245 1.1 1.8 1.1
O -1.39444 0.38933 0.64275 -0.7 0.2 -1.5
H 1.30466 0.25293 1.37106 -0.9 -0.5 0.0
H 0.64939 0.17244 3.05238 -0.2 -0.2 1.7
H 0.33200 -1.06467 -2.77624 0.0 0.9 0.8
H -1.09385 -1.24652 -1.71583 -0.4 0.3 0.5
```
Forces are in eV/Å.

How is the electron density shared among the atoms? According to natural (NBO), the charges in e are:
1. C -0.278
2. C -0.207
3. N 0.141
4. N -0.205
5. O -0.240
6. H 0.199
7. H 0.195
8. H 0.193
9. H 0.200

---

[6]
Molecular formula: C3H2N2OS
Method: DFT, wB97M-V/def2-TZVPD

As for the SMILES: N#CC1=NSCO1. For the LUMO energy, the calculation gives -0.33 eV. Its maximum force is 4.414 eV Å⁻¹. The calculation puts the relative energy (zero: lowest compared OMol25 entry of this formula, charge and spin) at 2.5238 eV. Its HOMO-LUMO gap is 0.320 Eh. The multiplicity is 1. The total energy comes out at -698.348422 Ha.

Structure (XYZ):
```
9
Properties=species:S:1:pos:R:3:forces:R:3
N 3.35649 -0.42853 0.07348 -4.3 -0.7 -0.4
C 2.18819 -0.60065 -0.03150 2.3 -0.2 0.1
C 0.69274 -0.66796 -0.11407 -1.7 0.3 -1.3
N -0.19975 -1.60929 -0.19538 2.1 0.9 1.4
S -1.76278 -0.94762 0.01641 0.1 -0.8 -0.8
C -1.24195 0.75960 -0.01487 0.2 3.1 3.2
O 0.24249 0.61775 -0.28368 -1.5 1.4 0.3
H -1.30901 1.30149 1.12001 0.4 -1.7 -2.7
H -1.96643 1.57521 -0.57040 2.6 -2.3 0.1
```
Forces are in eV/Å.

How is the electron density shared among the atoms? According to natural (NBO), the charges in e are:
1. N -0.231
2. C 0.226
3. C 0.427
4. N -0.536
5. S 0.452
6. C -0.296
7. O -0.483
8. H 0.189
9. H 0.252